56
Properties=species:S:1:pos:R:3:forces:R:3:mulliken_charge:R:1 method="wB97M-V/def2-TZVPD" orbital_gap_ev="6.08 / 5.99" s_squared=3.784 lumo_energy_ev="-0.112 / -1.249" spin_multiplicity=4 homo_energy_ev="-6.19 / -7.24"
C -1.17480 -0.75900 -1.81990 -1.29 0.36 -1.47 -0.6775
C -1.22420 -1.74670 -0.82670 -0.35 -0.20 0.54 -0.2777
C -1.93720 -1.21250 0.27450 -0.84 -0.98 -0.19 -0.9569
H -0.76380 -2.71670 -0.86570 0.01 -0.09 0.00 0.4437
C -2.34140 0.09350 -0.05610 0.39 0.14 0.93 0.4056
C -1.84440 0.39480 -1.33200 0.24 -0.42 -1.37 -0.9878
H -1.96350 1.33120 -1.84800 -0.01 0.06 -0.07 0.5010
H -0.70030 -0.85280 -2.78010 -0.01 0.00 -0.07 0.6532
H -2.09700 -1.69960 1.21760 -0.08 -0.09 0.05 0.5668
H -2.87650 0.76590 0.58570 -0.20 0.03 0.02 0.4602
Tc 0.00000 0.00000 0.00000 -1.43 1.31 3.07 -0.0675
Br 0.80730 -1.84390 1.57970 0.41 -1.75 1.05 -0.3745
C 1.96790 1.14370 0.35340 0.63 -0.04 0.20 -0.4190
C 1.14740 1.91110 -0.50930 -0.30 0.06 0.26 -0.1677
C 0.98500 1.18550 -1.69760 1.08 0.20 -1.35 -0.8180
H 0.69430 2.85520 -0.26910 -0.02 0.19 0.06 0.5510
C 1.69130 -0.04000 -1.56910 -0.07 0.63 -0.91 -0.5337
C 2.32250 -0.04040 -0.31670 0.90 0.27 0.51 -0.7013
H 2.91620 -0.83670 0.08800 0.06 -0.05 0.03 0.6518
H 2.22970 1.39600 1.36340 0.12 0.06 -0.08 0.1698
H 0.41510 1.49800 -2.55380 -0.05 0.02 -0.07 0.6548
H 1.74630 -0.82660 -2.30080 0.03 -0.03 -0.10 0.5338
C 0.18610 5.28590 3.89570 -0.14 0.14 0.10 -0.4967
C 1.27250 4.63960 3.32190 -0.49 -0.69 -0.03 -1.0676
C 1.16680 3.31360 2.88590 -1.51 0.69 0.36 -0.3320
C -0.05720 2.57270 3.01160 -2.10 2.26 -1.48 0.9084
C -1.13250 3.29060 3.59980 0.85 0.62 -0.18 -0.2810
C -1.01530 4.61020 4.03510 0.34 -0.21 0.06 -0.8723
Si -0.62960 0.71920 2.55810 3.45 1.82 -0.07 0.3069
C 0.78230 0.76270 3.91140 0.34 -3.45 1.16 0.2637
C 2.09940 0.29110 3.68620 -0.25 0.51 0.96 0.3137
C 3.05350 0.26290 4.70600 -0.38 0.40 0.09 -0.8662
C 2.71990 0.66950 5.99170 0.04 -0.02 -0.08 -0.5493
C 1.42020 1.08580 6.27000 -0.25 -0.04 -0.70 -0.8057
C 0.45900 1.11690 5.25490 0.78 -0.48 -0.26 -0.0999
C -2.26170 0.13230 3.26030 -0.05 0.10 0.18 0.5846
C -2.21710 -1.05880 4.00430 -0.45 0.08 0.03 -0.0697
C -3.37850 -1.59370 4.56240 -0.08 0.34 -0.25 -0.7447
C -4.60010 -0.94400 4.38340 0.35 0.23 -0.20 -0.5402
C -4.65860 0.24330 3.64710 0.45 -0.19 0.02 -0.9566
C -3.49510 0.78250 3.08580 -0.18 -0.71 0.36 -0.1197
H 0.27780 6.30840 4.23920 0.01 0.02 -0.02 0.3605
H 2.21270 5.16720 3.22360 0.06 -0.10 -0.05 0.4133
H 2.07870 2.93940 2.50710 0.59 -0.86 -0.43 0.6089
H -2.08900 2.83210 3.75890 -0.28 -0.29 -0.09 0.2901
H -1.86290 5.10550 4.49100 -0.06 0.00 0.00 0.4175
H 2.42760 -0.08350 2.74090 -0.19 -0.17 -0.41 0.1506
H 4.05550 -0.09230 4.49680 -0.02 -0.01 -0.03 0.4275
H 3.46280 0.63910 6.77920 -0.02 0.01 0.01 0.3701
H 1.15350 1.37500 7.27780 -0.07 0.01 0.02 0.4117
H -0.54650 1.42020 5.51140 -0.11 0.07 -0.06 0.3850
H -1.27990 -1.58230 4.15200 0.08 0.09 -0.04 0.3821
H -3.33110 -2.51470 5.12960 0.01 0.02 0.00 0.4277
H -5.50090 -1.36090 4.81490 -0.01 0.03 -0.01 0.3904
H -5.60720 0.74490 3.51070 -0.01 0.03 -0.01 0.4162
H -3.56650 1.69960 2.51650 0.04 0.08 -0.01 0.3625